Record 1
One molecule with the formula C5H10N4O4S2 in a non-equilibrium geometry, computed with ωB97M-V/def2-TZVPD.

Calculated values
Frontier orbital gap (alpha / beta) ... 6.02 / 8.69 eV
Energy above the lowest of the compared OMol25 structures with the same formula, charge and spin ... 303.8 kJ/mol
E ... -1512.67496 Eh
2S+1 ... 1
Net charge ... 0

CARTESIAN COORDINATES (ANGSTROEM)
C1 -0.36593 2.11703 -0.41213
C2 0.91285 1.82728 -0.11242
C3 -1.62252 1.48633 -0.01280
C4 1.57059 0.91689 0.91203
C5 1.11904 -0.49128 1.15186
N1 -2.68051 2.14242 -0.35475
N2 -1.52903 0.39660 0.69311
N3 1.02984 -2.91758 0.07721
N4 -2.08527 -1.24873 -1.52394
O1 0.80639 -1.04730 -1.47347
O2 2.93515 -1.41478 -0.28156
O3 -1.51172 -2.07072 0.82978
O4 -3.68760 -0.88015 0.40147
S1 1.51922 -1.48226 -0.27403
S2 -2.23314 -0.97162 0.22535
H1 -0.51291 2.87572 -1.10248
H2 1.58451 2.46223 -0.64244
H3 2.64196 1.02733 0.65957
H4 1.37466 1.44369 1.81250
H5 0.31782 -0.69690 1.83724
H6 -3.54220 1.70953 0.06453
H7 0.11741 -3.37155 -0.19463
H8 1.33004 -3.28462 1.00950
H9 -1.15525 -1.32889 -1.79324
H10 -2.49335 -0.34791 -1.90630

Löwdin population analysis, charges in e, atoms 1 to 8: number 1, C, carries -0.034; number 2, C, carries -0.049; number 3, C, carries -0.563; number 4, C, carries -0.215; number 5, C, carries -0.071; number 6, N, carries 0.189; number 7, N, carries 0.050; number 8, N, carries -0.099



Record 2
A 2-piece molecular cluster, C5H10N4S overall in a non-equilibrium geometry, computed with ωB97M-V/def2-TZVPD.

Calculated values
Frontier orbital gap (alpha / beta) ... 8.35 / 6.67 eV
Energy above the lowest of the compared OMol25 structures with the same formula, charge and spin ... 477.6 kJ/mol
E ... -813.50976 Eh
2S+1 ... 1
Net charge ... 0

CARTESIAN COORDINATES (ANGSTROEM)
C1 -1.96507 -0.20750 0.03497
C2 2.26268 -0.08431 0.70009
C3 3.57174 -0.36232 1.13847
C4 -2.25310 2.09099 -0.37294
C5 -0.32948 -1.70075 -1.13466
N1 1.48205 -0.33519 -0.39349
N2 1.15777 0.56586 0.80547
N3 -1.50784 0.86369 -0.47851
N4 -1.27520 -1.33915 -0.21249
S1 -3.28734 -0.38477 1.04545
H1 4.06883 -0.89821 0.38757
H2 3.41750 -0.98322 2.05124
H3 4.15656 0.60284 1.40706
H4 -2.97967 1.89266 0.41706
H5 -1.53620 2.98734 -0.23941
H6 -2.92338 2.37715 -1.24249
H7 -0.00378 -1.05171 -1.93827
H8 -0.05878 -2.72233 -1.24128
H9 -0.79543 0.84099 -1.12892
H10 -1.20186 -2.15208 0.39509

Löwdin population analysis, charges in e, atoms 1 to 8: number 1, C, carries -0.932; number 2, C, carries -0.490; number 3, C, carries -0.021; number 4, C, carries -0.105; number 5, C, carries -0.031; number 6, N, carries 0.077; number 7, N, carries 0.156; number 8, N, carries -0.035



Record 3
An isolated ion of composition C5H10NO and charge -1 in a non-equilibrium geometry, computed with ωB97M-V/def2-TZVPD.

Calculated values
Frontier orbital gap ... 6.08 eV
SMILES string ... [O-]C[C@H]1CCCN1
Energy above the lowest of the compared OMol25 structures with the same formula, charge and spin ... 98.8 kJ/mol
E ... -326.44767 Eh
2S+1 ... 1
Net charge ... -1

CARTESIAN COORDINATES (ANGSTROEM)
N1 0.78674 0.76433 -0.79198
C1 -0.01017 -0.11091 -1.74396
C2 -0.52861 -1.31728 -0.88575
C3 -0.10781 -1.04800 0.56809
C4 0.65257 0.29875 0.60163
C5 -0.17990 1.40418 1.47410
O1 -1.08297 0.77637 2.26462
H1 1.74031 0.92588 -1.08667
H2 0.42904 -0.34371 -2.70247
H3 -0.91284 0.49610 -1.94672
H4 -0.32488 -2.33064 -1.24708
H5 -1.60509 -1.14949 -0.82313
H6 0.52784 -1.81169 1.02486
H7 -1.01957 -0.77044 1.14420
H8 1.61890 0.10606 1.07899
H9 -0.62145 2.25870 0.92891
H10 0.63787 1.85178 2.14238

Löwdin population analysis, charges in e, atoms 1 to 8: number 1, N, carries -0.061; number 2, C, carries -0.194; number 3, C, carries -0.187; number 4, C, carries -0.183; number 5, C, carries -0.316; number 6, C, carries -0.460; number 7, O, carries -0.399; number 8, H, carries 0.071



Record 4
An isolated ion of composition C5H10NO and charge -1 in a non-equilibrium geometry, computed with ωB97M-V/def2-TZVPD.

Calculated values
Frontier orbital gap ... 6.02 eV
SMILES string ... C=C(N)CCC[O-]
Energy above the lowest of the compared OMol25 structures with the same formula, charge and spin ... 108.9 kJ/mol
E ... -326.44381 Eh
2S+1 ... 1
Net charge ... -1

CARTESIAN COORDINATES (ANGSTROEM)
C1 0.74248 -0.03034 2.31387
O1 1.87020 -0.39510 2.93828
C2 0.87695 -0.03687 0.76716
C3 -0.34273 0.63104 0.11100
C4 -0.63654 0.10382 -1.32916
C5 -1.84966 -0.39340 -1.57125
N1 0.49802 -0.04299 -2.08780
H1 -0.18228 -0.68845 2.44115
H2 0.36690 0.96136 2.67236
H3 1.92933 0.27362 0.60700
H4 0.95672 -1.10933 0.61169
H5 -0.11256 1.69020 0.06021
H6 -1.20064 0.50042 0.75795
H7 -1.95872 -1.24726 -2.25384
H8 -2.78355 0.07772 -1.30770
H9 0.41872 -0.49643 -2.98115
H10 1.40737 0.20199 -1.74976

Löwdin population analysis, charges in e, atoms 1 to 8: number 1, C, carries -0.603; number 2, O, carries -0.368; number 3, C, carries -0.247; number 4, C, carries -0.170; number 5, C, carries -0.434; number 6, C, carries -0.035; number 7, N, carries 0.097; number 8, H, carries 0.082